No. 1
Density functional theory data (ωB97M-V/def2-TZVPD) for a structure of composition C35H73BrCl2N4SSbSiTi.

Geometry as XYZ:
```
119
Properties=species:S:1:pos:R:3:mulliken_spin:R:1
C -0.1511 3.6988 3.5496 0.00
H -1.6428 5.6367 1.1853 0.00
C 1.5790 5.9868 0.0163 0.00
C -0.8222 5.8061 0.4934 0.00
H -2.2106 3.7963 4.1696 0.00
C -0.1468 2.2046 3.9272 0.00
C -0.8307 -3.5716 -6.1430 0.00
C 3.3211 -2.7582 2.6567 0.00
H 0.7402 1.9170 4.4849 0.00
H 2.6025 6.1040 0.3666 0.00
C 0.3761 4.4874 4.7658 0.00
H -1.5873 -3.2964 -6.8790 0.00
H -4.0462 -1.4295 1.5653 0.00
H -4.1630 1.1968 -0.8644 0.00
C -3.0479 -1.1449 1.9027 0.03
H -3.2364 -0.1125 -2.8694 -0.01
H 3.2014 -2.5119 0.5256 0.00
H 1.1177 -1.5020 4.8956 0.00
H 0.3295 5.5652 4.6216 0.00
C -1.5090 -4.7285 -1.3888 0.01
C 2.4736 -1.5840 -4.2900 0.00
C 2.7646 3.6337 2.1956 0.00
N -2.1007 -2.2015 1.4572 -0.02
H -0.9136 -4.9214 -2.2823 0.00
H -3.0738 -1.0690 2.9918 0.00
C 3.4269 3.2769 0.8544 0.00
H -0.2078 1.5549 3.0524 0.00
H -2.1488 -2.5220 -2.8118 0.00
H -0.1439 6.8659 2.8900 0.00
H -2.0334 3.6620 2.4104 0.00
H -4.9650 -0.1567 -2.6387 0.00
H 4.5490 4.5474 2.9951 0.00
C -0.6271 1.9758 -3.0291 0.00
H -1.9927 0.7856 -0.5285 0.01
H 0.1408 -3.5858 -0.9653 0.00
H 3.3031 -1.7091 -3.5927 0.00
C 2.9236 -1.8452 -5.7234 0.00
C 2.7098 -5.2819 -3.4479 0.00
H 3.5872 -4.6325 -3.4371 0.00
H -1.0979 -4.7496 2.7639 0.00
C 3.5099 4.8359 2.8127 0.00
H -1.2315 -2.0586 1.9793 -0.02
C -3.9118 0.1371 -0.8248 0.01
C -1.6106 4.1143 3.3115 0.00
H -1.0116 2.0034 4.5682 0.00
Ti -1.3197 -1.7237 -0.5210 1.05
H -3.5724 -4.2516 -0.9538 0.00
H 2.4601 1.5396 2.7810 0.00
H -4.6353 -0.3417 -0.1624 -0.01
C 0.5681 5.7380 1.1480 0.00
H 2.1033 -0.5662 -4.1601 0.00
H -1.6772 -5.6870 -0.8977 0.00
H -1.4316 -2.0049 -4.7716 0.00
H 3.0125 2.3590 0.4360 0.00
C 1.6115 -4.7284 -4.3549 0.00
H 0.1086 -0.6430 2.8298 0.00
Sb 0.8895 -2.8597 -3.6328 -0.01
Si 0.9170 4.0694 2.0053 0.00
H -1.2087 -4.4399 -5.5982 0.00
H -0.9499 6.8093 0.0763 0.00
Cl -0.4417 0.1953 -2.7017 0.00
H 3.0414 -6.2648 -3.7837 0.00
H 2.3714 -5.3896 -2.4139 0.00
N -2.7082 -2.6456 -1.9610 -0.02
H 1.3036 6.9151 -0.4926 0.00
H -4.7064 -2.3751 -1.4332 -0.01
H -3.0681 -3.5326 2.7657 0.00
H 2.1017 -1.7904 -6.4392 0.00
Br 0.1369 2.5204 0.4312 0.00
H -0.5699 2.0702 -4.1061 0.00
N -0.7361 -3.8314 -0.4882 -0.03
N -2.5673 0.0098 -0.1890 -0.02
Cl -2.1534 2.6320 -2.4764 0.00
H 3.5258 5.7074 2.1609 0.00
H 1.5598 5.1860 -0.7264 0.00
C -0.3496 -4.4375 0.8095 0.02
H 0.1916 2.4541 -2.5043 0.00
C 1.5458 -1.5866 1.5289 0.01
C 0.9750 -1.2942 2.7664 0.00
C 2.9863 2.4331 3.1250 0.00
H -0.0764 -1.5683 -5.7708 0.00
H 1.9768 -4.5802 -5.3703 0.00
C -0.5124 -2.4007 -5.2157 0.00
C 2.7356 -2.3071 1.4812 0.00
H 0.7650 -5.4137 -4.4178 0.00
H 1.6125 6.9063 2.7106 0.00
H 3.0877 5.1428 3.7718 0.00
C -4.0360 -2.0131 -2.2175 0.01
H 2.6930 2.6391 4.1534 0.00
H 0.5888 7.8424 1.6280 0.00
H -2.0214 -5.5997 1.5563 0.00
S 0.8363 -0.9975 0.0055 -0.07
H 0.1543 -5.3893 0.6288 0.00
C 2.7350 -2.4890 3.8864 0.00
C -2.6264 0.1744 1.2926 -0.05
H 4.0558 2.2021 3.1361 0.00
H -1.7219 5.1946 3.2305 0.00
C -2.6000 -3.5643 1.7800 0.03
H -3.3072 0.9808 1.5734 0.00
H 3.2018 -2.8351 4.7983 0.00
H 0.0521 -3.8977 -6.6918 0.00
H -3.3947 -3.7857 1.0666 -0.01
H -3.2652 -4.5841 -2.6503 0.00
H 1.4065 4.2259 5.0110 0.00
H -4.4211 -2.3891 -3.1673 0.00
C 1.5629 -1.7475 3.9400 0.00
H 3.3897 -2.8250 -5.8279 0.00
C 0.6691 6.8926 2.1640 0.00
H 3.3394 4.0601 0.1046 0.00
H 4.4935 3.1114 1.0344 0.00
H 0.3835 -3.7695 1.2602 -0.01
H 3.6646 -1.1047 -6.0276 0.00
C -2.8497 -4.1112 -1.7576 0.02
H -1.6291 0.4544 1.6316 0.03
H -0.9171 5.0919 -0.3257 0.00
C -1.5234 -4.6513 1.7639 0.01
H -0.2345 4.2502 5.6422 0.00
C -4.0192 -0.4914 -2.2094 0.02
H 4.2455 -3.3185 2.6105 0.00
```

The total charge is +2. The spin multiplicity is 2. For the LUMO energy (alpha / beta), the calculation gives -5.697 / -5.272 eV. The gap between HOMO and LUMO (alpha / beta) is 7.26 / 7.69 eV. Its expectation value of S² is 0.76. For the total energy, the calculation gives -6867.88718 Ha.


No. 2
Density functional theory data (ωB97M-V/def2-TZVPD) for a cluster of 4 separate species, C35H75BrNO6Si in total in a non-equilibrium geometry.

Geometry as XYZ:
```
119
Properties=species:S:1:pos:R:3:mulliken_charge:R:1
H -6.1872 -1.2843 0.3656 0.37
C 7.7404 7.0538 -3.6414 -1.19
C -6.3230 -1.2563 -4.8936 -0.69
H 6.8081 4.6780 -0.4209 0.26
H 5.3733 3.2129 -2.8643 0.33
H -10.4328 1.3241 -7.4755 0.30
H -5.3338 -1.5934 -5.2075 0.42
C 4.0266 -0.6245 5.0709 -1.09
H 8.5420 1.6963 2.7292 0.37
C 4.9130 -1.1197 2.9342 1.22
H 0.7810 -0.7814 -2.0748 0.37
C -6.0753 -1.8738 -0.5489 -0.70
H 4.2446 -0.9146 6.0856 0.50
H 0.3363 1.2805 6.2318 0.55
H -8.0635 -2.6321 -0.3375 0.40
H 3.4472 -2.1635 1.8072 0.27
H 2.4382 -0.8413 -1.5767 0.36
H -6.6072 0.0231 -6.6029 0.30
H -9.1661 -1.1649 -4.9381 0.23
H -1.5119 -1.5891 0.2775 -0.02
H 7.0098 -1.4780 3.0147 0.35
H 4.5160 -0.2164 2.4753 0.21
H 5.6182 6.8754 -3.8906 0.36
H -8.1290 1.6566 -5.4858 0.34
H -3.9991 -1.3694 -0.7251 0.28
H 5.7883 2.4729 -1.3110 0.20
C -9.5425 0.7814 -7.7986 -1.20
O -1.7765 1.4551 5.0144 -0.41
H -0.1605 -0.8703 6.3941 0.59
H -2.4131 -0.3489 4.1734 0.18
C -7.0835 -3.8575 -1.8004 -0.90
H 2.2967 -0.5846 3.8613 -0.34
C 1.4766 -1.3203 -1.4454 -1.31
O 6.5615 -0.3834 1.3032 -0.38
H 1.6800 1.3283 0.3992 0.58
H 6.0248 6.7440 -1.4651 0.38
H -5.1190 -2.4165 2.0774 0.39
H 8.6042 6.4659 -3.3280 0.28
C -4.0781 -3.2340 0.3425 -0.66
H -3.6830 -3.3537 2.4682 0.40
C -0.8919 -0.7233 0.4660 -0.59
H 0.8017 -1.4467 2.9028 -0.59
C 6.2551 -1.3868 2.2449 -1.16
H 1.5229 1.1235 4.9646 0.17
H 4.5531 -3.2320 2.5859 0.58
C 0.4229 -0.7110 5.4976 -0.57
H -8.0083 0.7686 -3.9879 0.33
O -3.9341 0.7871 4.8732 -0.49
H -1.1431 -0.2949 1.4307 0.11
H -6.8504 -3.6930 0.3358 0.24
H 6.2523 -2.3200 1.7032 0.48
H 5.1352 5.3672 -2.0668 0.29
C 6.1714 2.7262 -2.3012 -1.12
H 6.4848 5.3827 -4.1648 0.23
C 4.0053 -2.3166 2.7219 -0.98
O 1.3884 -2.4493 1.1786 -0.67
H 1.5481 0.6437 2.0032 -0.03
H -3.0447 -3.4938 0.0883 0.36
H 8.1898 3.0631 -1.6621 0.35
C 6.8519 0.8660 1.8004 0.80
C 7.1474 4.9182 -1.4336 -0.57
Si 0.9381 -1.0505 0.3270 0.63
H -7.0399 -2.0228 -5.1912 0.29
H -1.1437 0.0353 -0.2641 0.43
C 0.5355 0.8055 5.2807 -0.41
C -7.0646 -3.0374 -0.5130 -0.50
C -9.2107 -0.2093 -5.4688 -0.59
H 7.7048 7.9574 -3.0300 0.29
C -0.5292 1.3394 4.3371 -0.31
C 7.4060 3.6154 -2.1875 -0.43
C 1.8303 -3.3022 3.3599 -1.08
H 2.1933 -1.0193 6.6173 0.39
C -9.3450 -0.4824 -6.9660 -0.38
C -8.0083 0.6502 -5.0764 -0.68
H 7.1923 1.4325 3.8045 0.29
H 1.5326 -2.4616 5.9279 0.49
H 1.5129 -2.3609 -1.7258 0.35
H -10.1200 0.2863 -5.1158 0.39
H 7.9091 7.3566 -4.6752 0.38
H -0.2488 2.3113 3.9644 0.46
H 3.8444 0.4469 5.0703 0.41
H -4.4726 -2.7342 -1.7072 0.35
C -2.7468 0.5838 4.6468 0.35
C 1.7505 -1.4238 5.7195 -1.55
H -3.5179 -1.7243 1.7992 0.11
O 5.1855 -0.8661 4.2928 -0.38
C -6.6527 0.0985 -5.5135 -0.50
C 6.4417 6.2620 -3.5166 -0.36
H -7.3345 -3.2278 -2.6556 0.03
C -4.1051 -2.6456 1.7512 -1.11
H -5.8791 0.8157 -5.2265 0.35
H 7.8000 3.8262 -3.1852 0.31
N 3.0425 -2.5593 3.8565 -0.17
C 6.1189 5.8453 -2.0825 -0.71
H 1.3423 -3.7812 4.1907 0.52
C 1.8805 0.4431 0.9831 -0.64
C 2.7458 -1.2786 4.5568 1.39
H -4.6380 -4.1716 0.3281 0.44
H -10.2019 -1.1428 -7.1197 0.37
H -7.8292 -4.6503 -1.7377 0.41
Br 3.9304 -3.7252 5.1187 0.15
C 7.7563 1.0086 2.9884 -1.04
H -6.3465 -1.2036 -1.3697 0.21
H -0.1576 -1.1678 4.7077 0.18
C 0.9235 -2.4526 2.5159 0.55
H 2.9401 0.2293 1.0303 0.07
H -8.4709 -1.0286 -7.3307 0.23
H 8.2146 0.0945 3.3377 0.35
H 6.4143 1.7951 -2.8159 0.37
C -4.6115 -2.2782 -0.7232 -0.35
H -0.6485 0.6576 3.4984 -0.11
H -9.6672 0.5325 -8.8528 0.38
H -8.6879 1.4549 -7.7207 0.28
H -6.3249 -1.1931 -3.8030 -0.13
H -0.0597 -2.9142 2.5470 0.58
H -6.1186 -4.3285 -1.9954 0.28
H 8.0945 5.4514 -1.3133 0.35
H 2.2068 -4.0918 2.7244 0.54
O 6.3941 1.8447 1.2265 -0.54
```

The total charge is +1. For the LUMO energy, the calculation gives -4.897 eV. The gap between HOMO and LUMO is 7.10 eV. For the total energy, the calculation gives -4748.04563 Ha.


No. 3
Density functional theory data (ωB97M-V/def2-TZVPD) for a cluster of 9 separate species, C35H76ClFNO10P2S in total in a non-equilibrium geometry.

Geometry as XYZ:
```
127
Properties=species:S:1:pos:R:3:mulliken_charge:R:1
C -4.9197 -2.8819 2.5779 -0.23
H -5.9046 -6.2056 8.3480 0.34
H 3.7727 2.0445 -6.8349 0.26
H 5.6235 -1.6213 4.3988 0.31
H 3.6689 4.9634 3.2094 0.26
H -6.3384 -4.6043 8.9335 0.31
H 3.3158 3.3789 5.6399 0.20
H 2.9111 4.7438 -7.5518 0.28
C 2.5749 -1.3665 0.2397 0.30
H 0.5633 -2.4179 0.4528 0.47
C 0.9587 5.1615 -3.1025 -1.11
H -5.9886 -2.6779 2.6909 0.21
C 3.0813 4.4485 5.6429 -0.92
H 3.9735 4.4336 -5.3047 0.20
H -1.2686 -2.4329 -8.5612 0.28
O 0.6851 2.0176 4.6631 -0.49
H 3.9944 6.3154 5.0418 0.18
H 0.7399 -5.5673 -3.0156 0.34
H 1.6344 -2.9386 -7.6906 0.27
H -1.4651 3.8482 2.0887 0.25
N -0.2906 2.1586 -0.8550 0.79
H -8.9083 -4.7072 3.0588 0.25
H 2.2098 9.0050 0.4455 0.27
H 3.7207 6.5486 0.9208 0.26
C 1.0295 -1.5852 -0.2617 -0.75
H -0.4320 -0.7972 -4.5671 0.34
H 0.8191 0.2774 -5.4799 0.30
F -1.9139 4.0215 -1.3793 -0.37
H 0.8974 4.4416 -4.0240 0.27
H 3.5619 -0.1586 -1.6473 0.23
O -0.5364 -4.3254 -4.0352 -0.40
H 0.1335 5.3257 -0.9763 0.42
H 3.0634 9.9597 1.6818 0.36
C 0.9701 1.0930 3.7427 -0.12
H -0.6444 2.9735 -2.9057 0.12
H 5.6566 -3.3477 3.6418 0.32
C 2.2717 1.8348 -3.1124 -0.78
C 0.7294 -2.3265 -7.7516 -0.28
C 4.5120 -1.8082 2.3814 0.44
H 1.4646 -4.6252 -4.3334 0.28
H 1.5340 0.9563 1.3816 0.33
H 4.2410 3.8781 -8.3112 0.33
H 2.0665 0.6532 3.6343 0.30
H 1.9875 7.9350 2.6993 0.31
O -7.2953 -5.4519 4.0857 -0.41
O 0.2876 -2.0338 -6.4342 -0.27
H -0.6353 -3.9804 -8.0141 0.25
C -8.6882 -5.1844 4.0186 -0.23
C -6.4170 -5.2777 8.0736 -1.24
H -0.7198 1.1297 -4.6911 0.31
H 4.5467 5.4458 -7.5271 0.35
C -0.3626 -3.0461 -8.5157 -1.04
H -7.4727 -5.4985 7.8930 0.32
C 5.6852 -0.9762 1.5435 -0.47
C -4.3526 -3.4620 3.8570 -0.53
O -4.2658 -1.6602 2.2676 -0.47
C 0.0919 0.2749 -4.5407 -0.98
H 6.1557 0.1965 -0.5188 0.30
H 0.0725 -2.8785 -6.0027 0.10
H -10.5467 -6.2820 4.1326 0.35
H 0.2878 6.1125 -3.2501 0.36
P -1.9620 0.4982 -2.1282 0.23
O 4.4815 4.8197 3.7241 -0.49
H 1.9311 2.5063 -4.0157 -0.10
C -5.7783 -4.6547 6.8496 0.09
H -0.1348 -0.7427 2.9642 0.31
H -9.2351 -6.9494 5.1341 0.25
C -0.6513 3.3365 -1.7845 0.17
S -0.1021 3.7142 1.6812 -0.02
H 6.7432 -0.8284 2.0249 0.29
O -4.4111 -4.3708 7.1071 -0.55
H 0.1760 -5.9689 -6.0092 0.17
H 2.1726 4.5769 5.0458 0.24
H 0.9760 -2.0337 -1.3460 0.25
H 2.8750 4.7621 6.6701 0.38
Cl -1.5336 -1.0870 0.5165 -0.15
H -1.3126 -4.8429 -3.7600 0.24
H -7.0805 -6.0698 3.3659 0.25
H 4.0151 -2.7668 4.4519 0.29
C -0.1546 0.4205 2.7036 -0.14
H -6.2792 -3.7167 6.5919 0.30
C 3.9777 4.5143 -7.4599 -1.09
P 1.0084 0.4212 -2.8717 0.23
H 3.7545 7.8329 2.8290 0.22
C 3.0456 9.0027 1.1529 -1.16
H 2.0749 5.5352 -3.0326 0.26
C 3.7656 -0.5933 -0.5801 -0.07
H -0.5494 -6.9098 -4.7117 0.33
C 0.3452 -6.3457 -4.9951 -0.98
H 1.2010 -7.0264 -5.0094 0.35
H 2.1859 -2.5452 2.3597 0.19
O 3.5063 2.6007 -6.0829 -0.43
H -4.4775 -2.7587 4.6870 0.22
H 5.3209 3.5586 -6.0588 0.28
H -1.2340 0.8919 2.8684 0.35
C 0.5738 4.4619 -1.6706 -0.34
H -3.9736 -5.2113 7.3266 0.32
C -0.1693 0.7190 -1.3978 0.01
H 3.2891 1.3161 -3.4587 0.50
C -0.0421 2.2426 0.5205 -0.45
C 2.9157 7.8497 2.1265 -0.14
H -9.2053 -7.1857 3.3911 0.33
H 0.9834 -1.3832 -8.2441 0.29
C 0.5827 -5.1993 -4.0341 -0.28
H -3.3186 -1.8537 2.1610 0.23
H -0.0394 -3.2751 -9.5351 0.36
H 1.5022 4.0297 -1.0733 0.16
O -2.2283 -0.9639 -2.6799 -0.63
H -4.8494 -4.4021 4.1127 0.05
O 2.8886 6.6185 1.4196 -0.48
C -9.4706 -6.4716 4.1775 -1.07
H -2.9526 0.7835 -1.0811 0.20
H -2.2336 1.5008 -3.1670 0.19
C 4.2584 3.8031 -6.1523 -0.16
C 4.9577 -2.4212 3.8502 -1.09
H 3.9626 8.9094 0.5620 0.35
H -8.9400 -4.4821 4.8189 0.29
H 2.5361 2.4318 -2.1368 0.30
H -5.8413 -5.3273 5.9887 0.10
H -4.7870 -3.5738 1.7406 0.25
C 4.2265 5.2461 5.0543 -0.18
C 2.9996 -1.9828 1.7331 -0.60
C 5.2979 -0.3827 0.0413 -0.52
H 5.1379 5.0977 5.6411 0.33
H -3.2783 -3.6471 3.7555 0.32
C 0.3702 0.7718 1.1904 -0.22
C 0.0597 -0.2499 -0.0538 0.21
```

The total charge is +1. For the LUMO energy, the calculation gives -4.668 eV. The gap between HOMO and LUMO is 5.98 eV. For the total energy, the calculation gives -3826.36377 Ha.